Entry 1:
29
Properties=species:S:1:pos:R:3:forces:R:3:nbo_charge:R:1 method="wB97M-V/def2-TZVPD" charge=-2 multiplicity=1 e_homo_ev=0.52 largest_force_ha_per_bohr=0.0258
N 0.304336 2.018506 0.699990 -0.448 0.819 0.283 -0.843
C -0.753547 2.116520 1.722371 0.404 -0.341 -0.447 -0.214
C -1.547256 0.793251 1.867637 0.400 0.146 -0.138 -0.413
C -0.801404 -0.456218 1.380005 -0.066 -0.094 0.200 -0.419
C -1.215444 -1.031085 0.033083 0.163 -0.264 -0.077 -0.431
C -0.868557 -0.123485 -1.121282 -1.249 -0.320 0.304 0.058
O 0.515654 -0.151075 -1.286514 0.776 0.880 -0.201 -0.420
C 0.849947 -0.519244 -2.505915 1.083 -0.230 -0.578 0.986
O 1.878961 -0.337113 -3.072557 -0.958 -0.379 0.235 -0.524
O -0.274351 -1.138135 -3.111957 0.055 0.523 -0.299 -0.541
C -1.364568 -0.470066 -2.544074 0.662 -0.376 0.334 0.059
Br -2.951970 -1.566636 -2.726479 -0.124 -0.008 0.073 -0.044
H 0.368242 2.892892 0.195663 -0.012 0.039 -0.077 0.340
H 1.222410 1.884865 1.103946 0.215 -0.716 -0.121 0.407
H -1.427756 2.916630 1.425623 -0.207 0.151 0.030 0.159
H -0.351163 2.391749 2.696021 0.106 0.060 0.201 0.161
H -2.505050 0.890355 1.358224 -0.234 -0.049 -0.104 0.173
H -1.755226 0.658020 2.925985 -0.251 0.033 0.182 0.190
H 0.271324 -0.285971 1.349443 0.298 -0.061 0.005 0.290
H -0.964654 -1.246515 2.109222 0.063 -0.162 0.104 0.197
H -0.632631 -1.942968 -0.099224 0.060 -0.160 -0.086 0.268
H -2.269449 -1.298962 0.005978 -0.277 0.123 0.082 0.183
H -1.197513 0.889374 -0.902059 0.169 0.231 0.057 0.188
H -1.576251 0.446115 -3.089237 -0.223 -0.017 -0.224 0.173
O 3.015497 -0.070903 0.683486 -0.151 0.175 0.115 -1.152
S 3.417645 -1.467534 0.315472 0.097 -0.176 -0.046 2.560
O 2.173882 -2.275349 0.072407 -0.081 0.083 0.025 -1.151
O 4.195249 -2.070475 1.438946 -0.145 0.060 -0.098 -1.126
O 4.243645 -1.446543 -0.924205 -0.124 0.029 0.265 -1.114

Entry 2:
23
Properties=species:S:1:pos:R:3:forces:R:3:nbo_charge:R:1 method="wB97M-V/def2-TZVPD" smiles="C/C=C(/C)N.O.O.O" multiplicity=1 e_homo_ev=-8.22 largest_force_ha_per_bohr=0.0903
C 1.437712 -1.040438 -1.711736 0.001 2.066 0.716 -0.637
N 0.220248 -0.696799 1.054249 -2.765 0.717 2.164 -0.870
C -0.479299 -0.523562 -0.132642 0.990 1.216 -1.683 0.188
C 0.092595 -0.511357 -1.360728 -1.516 -0.081 0.959 -0.300
C -1.864963 0.003176 0.039233 -1.067 1.365 0.133 -0.663
H 2.051602 -1.396761 -0.894521 -0.069 0.053 0.349 0.206
H 1.304583 -1.813069 -2.379446 -0.028 -1.887 -1.595 0.219
H 1.970832 -0.249600 -2.229145 0.498 0.028 -0.189 0.204
H 1.100864 -1.059360 1.143416 2.618 -0.914 -0.743 0.383
H 0.122230 0.070379 1.743400 -0.177 -0.560 -0.910 0.417
H -0.583030 -0.066216 -2.125018 0.749 -0.947 0.124 0.204
H -1.736514 1.061698 0.397070 -0.315 -1.032 0.801 0.221
H -2.497940 -0.667790 0.714064 0.765 1.232 -0.901 0.237
H -2.392582 0.316195 -0.912626 0.593 -1.337 0.725 0.230
H 0.373142 1.909711 -1.123521 1.428 -3.913 -0.692 0.474
H 0.378583 3.289690 -1.372056 -0.721 0.400 0.285 0.465
O -0.086854 2.630372 -0.827721 -1.097 3.884 -0.843 -0.938
H -0.200062 -2.207839 2.193482 -1.123 -2.634 1.517 0.473
H -0.317472 -3.521182 1.655752 0.156 -1.927 -2.450 0.447
O -0.453380 -3.208594 2.508656 0.761 4.497 0.866 -0.962
H -0.246553 2.699113 1.238069 0.679 -0.369 0.089 0.484
H 1.205319 2.706863 0.917531 1.404 0.940 -1.300 0.468
O 0.600937 2.275369 1.464232 -1.765 -0.796 2.579 -0.949

Number 1: orbital gap 3.5752 eV, LUMO energy 4.09 eV. Number 2: orbital gap 8.4728 eV, LUMO energy 0.26 eV.